No. 1
One molecule with the formula C4H7NO, computed with ωB97M-V with the def2-TZVPD basis set.

```
13
Properties=species:S:1:pos:R:3:mulliken_charge:R:1
O 1.106 2.020 0.167 -0.467
C 1.683 0.981 -0.049 0.061
C 1.026 -0.379 -0.034 -0.817
C -0.394 -0.334 0.473 0.194
C -1.475 0.212 -0.370 -0.413
N -1.351 -1.232 -0.169 -0.638
H 2.768 0.986 -0.290 0.348
H 1.654 -1.069 0.549 0.324
H 1.041 -0.770 -1.062 0.288
H -0.498 -0.169 1.545 0.393
H -1.238 0.559 -1.374 0.215
H -2.280 0.760 0.114 0.263
H -2.041 -1.565 0.500 0.250
```

Kohn-Sham gap ... 10.723 eV
Spin multiplicity ... 1
SMILES string ... O=CC[C@H]1CN1
Energy relative to the best compared isomer or geometry (same formula, charge and spin) ... 47.6 kcal per mole



No. 2
C10H18Br4Cl6O4Sr3 as an isolated structure at a distorted geometry, computed with ωB97M-V with the def2-TZVPD basis set.

```
45
Properties=species:S:1:pos:R:3:mulliken_charge:R:1
Sr -3.184 -1.513 5.934 1.182
Sr -5.681 -1.835 1.068 1.068
Sr -4.978 3.775 -0.172 1.299
O -2.169 2.827 5.242 -0.463
C -1.493 3.759 4.348 -0.025
C -2.206 5.133 3.909 -0.483
O -3.437 5.053 3.276 -0.506
H -1.180 3.321 3.401 0.222
H -0.651 4.262 4.824 0.223
H -1.521 5.671 3.254 0.303
H -2.212 5.945 4.637 0.323
O -2.014 -1.329 1.791 -0.706
C -1.363 -0.986 0.584 -0.474
C -1.751 0.146 -0.376 -0.004
O -3.094 0.160 -0.721 -0.746
H -1.241 -1.898 0.000 0.267
H -0.301 -0.823 0.766 0.226
H -1.008 0.215 -1.171 0.246
H -1.532 1.057 0.180 0.044
Br 1.475 -1.882 -8.162 -0.162
C 2.726 -1.484 -6.684 -0.600
C 1.982 -0.507 -5.688 -0.523
Br 3.275 -0.166 -4.225 -0.173
H 3.674 -1.162 -7.115 0.396
H 3.000 -2.402 -6.164 0.381
H 1.145 -1.051 -5.250 0.287
H 1.526 0.438 -5.983 0.396
Br 4.108 4.291 3.102 -0.172
C 4.311 2.364 3.507 -0.666
C 4.008 1.500 2.287 -0.456
Br 4.432 -0.309 2.853 -0.150
H 3.704 2.150 4.387 0.388
H 5.368 2.449 3.760 0.364
H 4.709 1.778 1.500 0.353
H 2.963 1.510 1.977 0.342
C 1.649 -5.336 2.479 0.124
Cl 2.296 -5.102 0.882 -0.094
Cl 2.720 -6.176 3.611 -0.114
Cl 0.044 -6.054 2.506 -0.141
H 1.481 -4.361 2.935 0.226
C -3.949 -2.573 -5.417 0.087
Cl -5.335 -3.732 -5.348 -0.133
Cl -3.703 -1.869 -7.024 -0.080
Cl -2.402 -3.402 -4.868 -0.116
H -4.190 -1.856 -4.632 0.243
```

Kohn-Sham gap ... 2.422 eV
Total charge ... +2
Spin multiplicity ... 1
Energy relative to the best compared isomer or geometry (same formula, charge and spin) ... 0.0 kcal per mole



No. 3
One molecule with the formula C3H5N3 at a distorted geometry, computed with ωB97M-V with the def2-TZVPD basis set.

```
11
Properties=species:S:1:pos:R:3:mulliken_charge:R:1
C -1.091 -0.758 0.860 -0.246
C -1.548 0.421 -0.943 -0.004
C 0.180 -0.403 0.816 0.335
N -2.002 -0.381 -0.068 -0.649
N -0.300 0.779 -0.915 -0.554
N 1.501 -0.512 0.823 -0.432
H -1.668 -1.349 1.656 0.339
H -2.236 0.702 -1.651 0.463
H 0.082 1.134 -1.788 0.201
H 1.988 -0.871 0.023 0.260
H 1.939 0.298 1.188 0.286
```

Kohn-Sham gap ... 8.889 eV
Spin multiplicity ... 1
Energy relative to the best compared isomer or geometry (same formula, charge and spin) ... 77.0 kcal per mole



No. 4
C28H25IrN7OS2 as an isolated structure, computed with ωB97M-V with the def2-TZVPD basis set.

```
64
Properties=species:S:1:pos:R:3:mulliken_charge:R:1
Ir -0.739 1.611 -0.274 3.372
C -0.227 3.896 4.829 -0.484
C 0.724 3.500 3.895 -0.833
C 0.413 2.547 2.941 -0.304
C -0.855 1.960 2.931 -0.235
C -1.813 2.362 3.868 0.194
C -1.494 3.328 4.809 -0.845
N -1.176 1.049 1.917 -0.122
C -1.851 -0.091 2.127 0.490
C -2.022 -0.726 3.380 -0.491
C -2.713 -1.911 3.450 -0.847
C -3.243 -2.481 2.288 -0.625
C -3.078 -1.886 1.039 -0.654
C -2.379 -0.699 0.948 0.253
N -2.169 0.016 -0.228 0.207
N -2.695 -0.518 -1.312 -1.081
C -2.455 0.195 -2.437 0.115
C -2.979 -0.241 -3.667 -0.609
C -2.711 0.488 -4.798 -0.285
C -1.921 1.642 -4.707 -0.830
C -1.440 2.013 -3.473 -0.179
N -1.711 1.319 -2.359 -0.187
H 0.021 4.640 5.573 0.435
H 1.717 3.929 3.920 0.455
H 1.155 2.217 2.223 0.476
H -2.801 1.917 3.851 0.572
H -2.237 3.634 5.534 0.420
H -1.578 -0.287 4.262 0.544
H -2.838 -2.410 4.401 0.434
H -3.790 -3.413 2.356 0.423
H -3.492 -2.332 0.148 0.520
H -3.577 -1.140 -3.683 0.516
H -3.103 0.172 -5.755 0.424
H -1.685 2.233 -5.579 0.427
H -0.812 2.888 -3.354 0.419
N -2.247 3.165 0.114 -0.829
N -1.732 4.472 -0.012 -0.319
C -0.453 4.684 -0.335 0.939
N -0.019 5.931 -0.399 -0.419
S 0.639 3.396 -0.689 -0.573
H -3.026 3.047 -0.532 0.401
H -2.578 3.033 1.070 0.327
H -2.353 5.239 0.208 0.235
H -0.603 6.730 -0.207 0.218
H 0.942 6.105 -0.648 0.226
C 5.768 -7.338 -2.579 -1.168
C 4.745 -6.480 -1.911 0.820
O 3.616 -6.746 -1.666 -0.449
S 5.507 -4.864 -1.363 -0.206
C 4.235 -3.724 -1.219 0.981
C 2.876 -3.922 -1.571 -0.478
C 1.986 -2.902 -1.415 -0.663
C 2.392 -1.638 -0.899 0.449
C 3.761 -1.447 -0.558 -0.845
C 4.653 -2.459 -0.716 -0.751
C 1.464 -0.622 -0.730 0.287
C 0.638 0.271 -0.566 -1.147
H 5.296 -8.254 -2.924 0.325
H 6.555 -7.580 -1.861 0.369
H 6.230 -6.801 -3.408 0.371
H 2.546 -4.875 -1.947 0.459
H 0.947 -3.041 -1.679 0.481
H 4.076 -0.489 -0.169 0.455
H 5.694 -2.315 -0.456 0.417
```

Kohn-Sham gap (alpha / beta) ... 6.629 / 5.331 eV
Total charge ... +2
Spin multiplicity ... 6
Expectation value of S² ... 8.8407
Energy relative to the best compared isomer or geometry (same formula, charge and spin) ... 0.0 kcal per mole



No. 5
C10H13FeN2O6 as an isolated structure at a distorted geometry, computed with ωB97M-V with the def2-TZVPD basis set.

```
32
Properties=species:S:1:pos:R:3:mulliken_charge:R:1
O 0.810 0.088 -4.899 -0.155
C 0.077 -0.515 -4.224 0.344
Fe -0.947 -1.050 -2.902 0.380
O -2.986 0.802 -3.735 -0.150
C -2.209 0.066 -3.275 0.180
C -1.243 -1.420 -1.008 0.722
O -2.026 -1.186 -0.124 -0.350
C 0.131 -2.035 -1.008 -0.076
O 0.773 -2.276 0.025 -0.386
C -1.665 -2.521 -3.468 0.269
O -2.261 -3.504 -3.632 -0.172
H 0.517 -2.318 -2.031 0.415
C 2.597 0.233 0.094 -0.698
N 1.637 0.410 1.148 0.195
C 1.967 -0.122 2.447 -0.858
C 0.439 0.922 0.714 0.535
O 0.284 1.103 -0.512 -0.767
N -0.577 1.217 1.597 0.280
C -0.547 1.097 3.035 -0.942
C -1.744 1.876 1.043 -1.028
H 3.556 -0.003 0.549 0.371
H 2.679 1.137 -0.510 0.332
H 2.307 -0.570 -0.586 0.255
H 2.002 0.667 3.213 0.366
H 1.280 -0.926 2.749 0.349
H 2.973 -0.539 2.350 0.306
H 0.282 1.658 3.488 0.363
H -1.484 1.537 3.397 0.386
H -0.514 0.047 3.361 0.374
H -1.643 1.869 -0.046 0.286
H -2.656 1.343 1.342 0.431
H -1.808 2.915 1.408 0.442
```

Kohn-Sham gap (alpha / beta) ... 6.987 / 6.113 eV
Total charge ... +2
Spin multiplicity ... 6
Expectation value of S² ... 8.8248
Energy relative to the best compared isomer or geometry (same formula, charge and spin) ... 0.0 kcal per mole



No. 6
A 2-piece molecular cluster, CH3O3Si overall at a distorted geometry, computed with ωB97M-V with the def2-TZVPD basis set.

```
8
Properties=species:S:1:pos:R:3:mulliken_charge:R:1
C 1.568 0.021 -0.293 0.453
O 2.218 -0.816 -0.840 -0.593
O 1.813 1.182 0.053 -0.472
O -2.409 -1.056 -0.142 -0.898
Si -0.245 0.439 0.233 0.407
H -2.170 -1.962 -0.299 0.201
H -0.674 1.758 -0.536 -0.040
H -0.100 0.433 1.823 -0.058
```

Kohn-Sham gap ... 8.265 eV
Total charge ... -1
Spin multiplicity ... 1
Energy relative to the best compared isomer or geometry (same formula, charge and spin) ... 75.9 kcal per mole



No. 7
C2H3BeO2 as an isolated structure at a distorted geometry, computed with ωB97M-V with the def2-TZVPD basis set.

```
8
Properties=species:S:1:pos:R:3:mulliken_charge:R:1
H -1.616 -0.543 0.116 0.361
C 0.307 -1.006 -0.122 -0.039
O 1.532 -1.126 0.081 -0.226
Be 1.495 0.803 -0.112 0.643
O 0.019 0.391 -0.213 0.154
C -1.399 0.647 -0.007 -0.341
H -1.505 1.229 0.916 0.234
H -1.726 1.239 -0.870 0.213
```

Kohn-Sham gap ... 7.244 eV
Total charge ... +1
Spin multiplicity ... 1
Energy relative to the best compared isomer or geometry (same formula, charge and spin) ... 14.1 kcal per mole



No. 8
One molecule with the formula C6H7NOS at a distorted geometry, computed with ωB97M-V with the def2-TZVPD basis set.

```
16
Properties=species:S:1:pos:R:3:mulliken_charge:R:1
C 2.060 -1.746 -0.086 -0.203
C 3.004 -0.818 -0.139 -0.347
C 0.648 -0.074 0.130 0.360
C -0.606 0.676 0.263 -0.283
C -1.758 0.064 0.001 0.097
C -3.056 0.732 -0.101 -1.209
N 0.749 -1.343 0.071 -0.412
O 2.522 1.825 -0.619 -0.553
S 2.259 0.721 0.358 0.327
H 2.178 -2.869 0.068 0.341
H 4.088 -0.806 -0.389 0.387
H -0.389 1.819 0.353 0.203
H -1.655 -1.059 0.097 0.300
H -3.905 0.255 -0.406 0.376
H -3.069 1.712 -0.539 0.305
H -3.072 0.912 0.937 0.311
```

Kohn-Sham gap (alpha / beta) ... 7.089 / 5.991 eV
Spin multiplicity ... 3
Expectation value of S² ... 2.0293
Energy relative to the best compared isomer or geometry (same formula, charge and spin) ... 19.4 kcal per mole



No. 9
C3H5LiO3Zn as an isolated structure at a distorted geometry, computed with ωB97M-V with the def2-TZVPD basis set.

```
13
Properties=species:S:1:pos:R:3:mulliken_charge:R:1
O 0.942 -0.866 0.443 -0.238
C 1.623 -0.013 -0.329 0.513
C -0.381 -1.260 0.040 -0.431
O 2.041 1.070 -0.793 -0.427
O -0.406 0.950 0.018 -0.782
C -1.198 -0.068 0.547 -0.214
H -0.636 -2.190 0.558 0.310
H -0.460 -1.313 -1.056 0.305
H -1.213 -0.048 1.649 0.257
H -2.188 -0.037 0.065 0.259
H 2.462 -0.709 -0.584 0.354
Zn 0.824 2.314 0.386 0.238
Li -1.409 2.169 -0.945 0.856
```

Kohn-Sham gap (alpha / beta) ... 7.527 / 8.703 eV
Total charge ... +1
Spin multiplicity ... 2
Expectation value of S² ... 0.7520



E_tot (computed, hartree): -286.55571, -13840.96549, -281.46739, -2440.57556, -2212.64419, -555.10307, -242.83863, -760.78975, -2129.53415